Below is a molecular structure, C24H45AuCl3N3O4Si in a non-equilibrium geometry, with properties calculated with wB97M-V/def2-TZVPD.

Last column: Mulliken spin population.
CARTESIAN COORDINATES (ANGSTROEM)
1 C 0.8801 4.2114 0.2832  0.0046
2 C -0.1113 3.8789 1.3528  0.0542
3 H 0.6359 5.1561 -0.2170  0.0001
4 H 0.8877 3.4054 -0.4698  -0.0007
5 H 1.9085 4.2883 0.6799  -0.0003
6 C -1.0592 4.6950 1.8270  -0.0030
7 C -1.2797 6.1107 1.4015  0.0000
8 H -1.7655 4.3327 2.5810  0.0002
9 H -0.6292 6.4170 0.5715  -0.0003
10 H -1.1171 6.8066 2.2407  0.0005
11 H -2.3253 6.2530 1.0837  0.0011
12 Au 0.5379 0.2294 -0.1498  0.7589
13 Cl 2.3692 -0.0860 1.5057  0.2963
14 Cl 1.1909 1.2645 -2.1598  0.2977
15 H 1.0247 -5.2550 -1.7673  0.0002
16 H 3.5100 -4.5143 -2.1420  0.0000
17 C 0.7282 -4.3097 -2.2396  0.0015
18 C 3.0930 -3.5990 -2.5809  0.0003
19 N 1.7743 -3.3155 -2.0468  -0.0045
20 H -0.2025 -3.9388 -1.8061  -0.0015
21 C 1.5075 -2.1450 -1.4647  0.0207
22 O 0.3355 -1.8995 -1.0462  0.0227
23 H 3.7615 -2.7608 -2.3625  -0.0002
24 H 2.3311 -1.4309 -1.3488  -0.0199
25 H 0.5999 -4.5092 -3.3110  0.0002
26 H 3.0546 -3.7538 -3.6673  0.0000
27 H -1.5921 3.4886 -1.3258  0.0004
28 H -3.5294 3.5268 0.3568  -0.0002
29 C -2.0813 2.6611 -1.8597  -0.0014
30 C -3.9778 2.7740 -0.3082  0.0008
31 N -2.9598 1.9700 -0.9465  0.0091
32 H -1.3165 1.9855 -2.2521  -0.0012
33 C -2.9259 0.6173 -0.7512  -0.0035
34 O -2.3130 -0.1977 -1.4130  0.0140
35 H -4.6297 2.1168 0.2815  0.0001
36 H -3.5509 0.3260 0.1310  -0.0008
37 H -2.6800 3.1040 -2.6712  -0.0002
38 H -4.5762 3.3049 -1.0634  0.0004
39 O -0.6826 1.7133 0.7653  0.5112
40 C -0.0730 2.4246 1.7883  -0.0311
41 C -2.1052 1.7170 3.1684  -0.0028
42 C -0.7731 2.1244 3.1273  0.0046
43 H -2.6293 1.5539 2.2237  -0.0031
44 C -2.7358 1.5170 4.4033  -0.0009
45 H 0.9821 2.1052 1.8971  0.0469
46 C -0.0575 2.2946 4.3140  0.0042
47 H -3.7846 1.2113 4.4225  0.0001
48 C -2.0320 1.7180 5.5984  0.0005
49 C -0.6872 2.1096 5.5480  -0.0008
50 H 0.9926 2.5902 4.2358  -0.0016
51 H -2.5317 1.5694 6.5624  0.0001
52 H -0.1299 2.2704 6.4728  -0.0001
53 Si 3.4565 2.1252 -6.2766  -0.0006
54 Cl 3.2352 4.1652 -5.9493  -0.0002
55 C 1.8050 1.5186 -6.9174  -0.0012
56 C 3.9117 1.3979 -4.6185  0.0003
57 C 4.8178 1.8941 -7.5524  0.0001
58 H 1.0153 1.7341 -6.1847  0.0018
59 H 1.8336 0.4344 -7.0929  -0.0001
60 H 1.5485 2.0189 -7.8618  0.0000
61 H 4.5584 2.3859 -8.5004  0.0000
62 H 4.9820 0.8260 -7.7555  0.0000
63 H 5.7644 2.3239 -7.1965  0.0000
64 H 3.1322 1.5897 -3.8643  0.0028
65 H 4.8536 1.8396 -4.2632  0.0005
66 H 4.0428 0.3096 -4.7003  -0.0005
67 C -0.9288 -4.0611 3.4716  0.0001
68 N -0.4879 -2.9915 2.5907  -0.0004
69 C 0.8559 -3.0890 2.0535  -0.0070
70 C -1.2750 -1.9136 2.2969  0.0013
71 C -2.6551 -1.8280 2.8991  0.0034
72 O -0.8656 -1.0108 1.5561  0.0223
73 H -0.1196 -4.7886 3.5417  0.0001
74 H -1.8272 -4.5583 3.0724  -0.0001
75 H -1.1494 -3.6677 4.4762  -0.0001
76 H 0.8424 -3.0846 0.9531  0.0033
77 H 1.4908 -2.2532 2.3978  -0.0005
78 H 1.2740 -4.0398 2.4090  0.0002
79 H -2.7147 -0.9111 3.5004  0.0000
80 H -3.3864 -1.7869 2.0811  -0.0003
81 H -2.9081 -2.6743 3.5436  0.0009

Cartesian forces (eV/Å) of the 2 atoms listed first:
0.2 0.1 -0.3
-0.5 0.2 0.5

E_LUMO (alpha / beta), Eh: 0.017 / -0.098
Relative energy (zero: lowest compared OMol25 entry of this formula, charge and spin), eV: 0.000
HOMO energy (alpha / beta), eV: -8.60 / -8.54
2S+1: 3
DFT total energy, eV: -87416.017

Below is a single C6H7NO2 molecule in a non-equilibrium geometry, with properties calculated with wB97M-V/def2-TZVPD.

Last column: Mulliken charge in e.
CARTESIAN COORDINATES (ANGSTROEM)
1 O -2.1837 -1.2019 0.1563  -0.5165
2 C -1.1184 -0.7935 -0.1318  0.3917
3 C 0.1159 -1.7754 0.0428  -0.4746
4 C 1.2939 -0.8501 -0.4227  -0.1160
5 O 2.4105 -0.1441 0.2272  -0.4513
6 C 1.1345 0.4145 0.3615  -0.1357
7 C 0.2519 1.3537 -0.3733  0.0820
8 C -1.0219 1.7448 0.2987  -0.4466
9 N -1.0060 0.5195 -0.5646  -0.2528
10 H 0.0244 -2.7156 -0.6022  0.2872
11 H 0.0637 -2.0221 1.1125  0.2511
12 H 1.4043 -0.7742 -1.5046  0.2838
13 H 0.7408 0.1297 1.3748  0.2691
14 H 0.5806 1.8129 -1.3438  0.3435
15 H -1.5932 2.5406 -0.0597  0.2849
16 H -1.0973 1.7612 1.4290  0.2003

Cartesian forces (eV/Å) of the 2 atoms listed first:
-2.5 -1.2 0.7
1.4 -0.4 0.3

E_LUMO, Eh: 0.034
Relative energy (zero: lowest compared OMol25 entry of this formula, charge and spin), eV: 4.405
HOMO energy, eV: -9.45
DFT total energy, eV: -11916.027
SMILES: O=C1C[C@@H]2O[C@H]2[C@@H]2CN12

Below is a gas-phase ion, C8H14FN2 (charge +1) in a non-equilibrium geometry, with properties calculated with wB97M-V/def2-TZVPD.

Last column: Mulliken charge in e.
CARTESIAN COORDINATES (ANGSTROEM)
1 C 2.0163 1.4234 0.5692  -1.1954
2 C 0.6410 0.9978 1.1120  -0.9360
3 C 0.2010 -0.2479 0.4071  -0.1701
4 N 0.8406 -1.3480 0.7562  -0.1679
5 C -0.2676 -0.1563 -1.0459  0.3542
6 N -1.0016 1.0813 -1.2562  -0.5102
7 C -1.1460 -1.3160 -1.4580  -0.9351
8 C -2.0308 -1.8895 -0.6370  -0.2720
9 C -2.1257 -1.5241 0.7515  -0.3980
10 C -1.8048 -0.2756 1.1582  -0.1490
11 F -1.7334 0.0033 2.4618  -0.3313
12 H 2.3758 2.2685 1.1489  0.4189
13 H 1.9499 1.7295 -0.4712  0.3265
14 H 2.7429 0.6186 0.6486  0.3524
15 H -0.0655 1.8119 0.9636  0.3682
16 H 0.7268 0.8063 2.1832  0.5514
17 H 1.3284 -1.3944 1.6402  0.3036
18 H 0.7082 -2.2163 0.2569  0.2891
19 H 0.6656 -0.1932 -1.6388  0.5143
20 H -0.3906 1.8748 -1.4039  0.2236
21 H -1.6288 1.0136 -2.0478  0.2749
22 H -1.0559 -1.6374 -2.4847  0.4927
23 H -2.6288 -2.7207 -0.9772  0.4444
24 H -2.3153 -2.3014 1.4776  0.4318
25 H -1.9301 0.6099 0.5381  0.7191

Cartesian forces (eV/Å) of the 2 atoms listed first:
-0.1 0.0 0.0
0.1 0.1 0.2

E_LUMO, Eh: -0.182
Relative energy (zero: lowest compared OMol25 entry of this formula, charge and spin), eV: 0.668
HOMO energy, eV: -13.17
Charge: +1
DFT total energy, eV: -14212.644
SMILES: CCC(=[NH2+])[C@H](N)/C=C\C=C\F

Below is a molecular structure, C3H5NS2 in a non-equilibrium geometry, with properties calculated with wB97M-V/def2-TZVPD.

Last column: Mulliken charge in e.
CARTESIAN COORDINATES (ANGSTROEM)
1 C -0.0698 0.1929 0.3716  0.5223
2 C 0.8225 -0.8414 0.0691  -0.7901
3 C -1.4598 -0.5034 0.0129  -0.0415
4 H 1.0596 1.1466 -1.5034  0.2917
5 H 0.6097 2.2867 0.4644  0.2926
6 H -0.2722 0.4468 1.4001  0.4084
7 H 1.5446 -0.5089 -0.8026  0.1811
8 H 1.1535 -1.4266 0.9110  0.2887
9 N 0.2239 1.2744 -0.5240  -0.7330
10 S -0.6428 -1.9869 -0.2711  -0.0991
11 S -2.9694 -0.0802 -0.1280  -0.3210

Cartesian forces (eV/Å) of the 2 atoms listed first:
-3.4 2.8 -1.0
2.1 -4.7 -1.4

E_LUMO, Eh: -0.009
Relative energy (zero: lowest compared OMol25 entry of this formula, charge and spin), eV: 5.639
HOMO energy, eV: -8.30
DFT total energy, eV: -26347.094

Below is a single C18H19ClN2O3S molecule, with properties calculated with wB97M-V/def2-TZVPD.

Last column: Mulliken charge in e.
CARTESIAN COORDINATES (ANGSTROEM)
1 C 4.1903 -1.6201 0.5095  -1.1386
2 N 2.9677 -1.6001 1.2670  0.0644
3 C 2.9148 -1.8207 2.6217  0.1277
4 O 3.8741 -2.0398 3.3188  -0.6637
5 C 1.4478 -1.7365 3.0594  2.0800
6 C 1.2847 -0.6213 4.0953  -1.9162
7 C 1.0175 -3.0854 3.6427  -1.8579
8 C 0.7525 -1.4293 1.7640  0.7166
9 C -0.5765 -1.2221 1.4773  -0.4599
10 C -0.9212 -0.9494 0.1609  -0.0138
11 S -2.6364 -0.6339 -0.2287  1.3633
12 O -3.4663 -1.6333 0.3800  -0.7570
13 O -2.7534 -0.4175 -1.6372  -0.6502
14 N -3.0259 0.7809 0.5872  -0.4109
15 C -2.0274 1.8166 0.7668  -0.8978
16 C -1.3239 2.1022 -0.5304  0.5809
17 C -2.0601 2.3168 -1.6888  -0.1707
18 C -1.4241 2.5507 -2.8928  -0.7007
19 C -0.0389 2.5841 -2.9349  0.3722
20 Cl 0.7660 2.8681 -4.4364  -0.2314
21 C 0.7114 2.3931 -1.7867  -0.7985
22 C 0.0621 2.1473 -0.5901  -0.4123
23 C 0.0172 -0.8965 -0.8502  -0.4876
24 C 1.3599 -1.1102 -0.5739  -1.0617
25 C 1.7117 -1.3682 0.7410  -0.6639
26 H 5.0004 -1.8285 1.2075  0.3947
27 H 4.1570 -2.4003 -0.2529  0.3418
28 H 4.3617 -0.6543 0.0305  0.3423
29 H 1.5488 0.3428 3.6649  0.4103
30 H 0.2561 -0.5801 4.4451  0.3692
31 H 1.9402 -0.8146 4.9409  0.4450
32 H 1.0996 -3.8683 2.8919  0.4324
33 H -0.0140 -3.0363 3.9822  0.3759
34 H 1.6595 -3.3384 4.4829  0.4236
35 H -1.3457 -1.2820 2.2311  0.5196
36 H -3.5234 0.5469 1.4323  0.3107
37 H -1.2849 1.5399 1.5320  0.3224
38 H -2.5488 2.7188 1.1097  0.4735
39 H -3.1360 2.2784 -1.6456  0.3843
40 H -1.9963 2.7011 -3.7941  0.4274
41 H 1.7885 2.4292 -1.8309  0.4688
42 H 0.6454 1.9877 0.3057  0.3722
43 H -0.3255 -0.6863 -1.8503  0.6104
44 H 2.0975 -1.0738 -1.3589  0.5636

Cartesian forces (eV/Å) of the 2 atoms listed first:
0.2 0.0 0.0
0.2 0.0 -0.2

E_LUMO, Eh: 0.013
Relative energy (zero: lowest compared OMol25 entry of this formula, charge and spin), eV: 0.458
HOMO energy, eV: -8.80
DFT total energy, eV: -51455.665
SMILES: CN1C(=O)C(C)(C)c2cc(S(=O)(=O)NCc3ccc(Cl)cc3)ccc21

Below is a molecular structure, C22H31BMnN6O in a non-equilibrium geometry, with properties calculated with wB97M-V/def2-TZVPD.

Last column: Mulliken spin population.
CARTESIAN COORDINATES (ANGSTROEM)
1 H 1.2460 -2.4765 0.5174  -0.0041
2 N 0.1190 -2.0846 -1.2325  0.0299
3 B -1.2666 -2.1698 -3.3464  -0.0439
4 N -0.4256 -2.8720 -2.2233  0.0248
5 C -0.1368 -4.1743 -1.9591  0.0333
6 Mn -0.2076 -0.2122 -1.1578  4.6777
7 H -0.4859 -4.9182 -2.6393  0.0015
8 C 0.6213 -4.2287 -0.7781  0.0026
9 H 1.0188 -5.1060 -0.2820  0.0010
10 C 0.7585 -2.8864 -0.3574  0.0450
11 H -1.7155 -2.9881 -4.1180  -0.0004
12 C -0.0860 2.0701 -1.2943  -0.0944
13 H -0.0095 2.7492 -0.4334  -0.0043
14 H -1.2115 1.8816 -1.3438  -0.0123
15 H 0.2158 2.4297 -2.3045  0.0044
16 N -0.3303 -1.1405 -4.0409  -0.0139
17 N -2.3940 -1.3779 -2.6254  0.0270
18 N 0.3124 -0.2098 -3.2199  0.0594
19 N -2.0398 -0.4924 -1.6065  -0.0121
20 C 0.1008 -0.9833 -5.3162  0.0105
21 C -3.7382 -1.4050 -2.7287  0.0263
22 H -0.2648 -1.6237 -6.0920  0.0011
23 H -4.2070 -2.0227 -3.4673  0.0018
24 C 0.9893 0.0684 -5.3459  0.0020
25 C -4.2791 -0.5191 -1.8012  0.0057
26 C 1.0766 0.5479 -4.0305  -0.0162
27 C -3.1804 0.0375 -1.1209  0.0273
28 H 1.5313 0.4815 -6.1878  0.0005
29 H -5.3027 -0.2717 -1.6168  0.0013
30 H 1.6323 1.3979 -3.6493  -0.0040
31 H -3.1522 0.7571 -0.3121  0.0015
32 H 0.6891 1.4289 -0.8163  0.0955
33 C -1.2651 -1.5634 4.0923  0.0008
34 C -1.4036 -0.2635 3.3035  0.0040
35 C -2.5857 0.5548 3.8317  0.0002
36 C -0.1164 0.5032 3.1914  0.0116
37 C 0.3934 1.0533 4.3521  -0.0042
38 C 1.5661 1.7904 4.3553  0.0100
39 C 2.2539 2.0417 3.1715  -0.0066
40 C 1.7665 1.5189 2.0002  0.0127
41 C 2.5072 1.8371 0.7212  -0.0347
42 C 2.6303 3.3495 0.4755  -0.0008
43 C 3.9147 1.2058 0.6635  -0.0001
44 C 0.5914 0.6519 1.9681  0.0151
45 O 0.1841 0.0187 0.9070  0.0501
46 H -0.9797 -1.3673 5.1244  0.0000
47 H -0.4837 -2.1862 3.6616  -0.0001
48 H -2.1655 -2.1824 4.1361  0.0000
49 H -1.6155 -0.5198 2.2755  -0.0021
50 H -2.4028 0.9173 4.8407  -0.0002
51 H -2.7547 1.4326 3.2115  -0.0001
52 H -3.5354 0.0133 3.8690  0.0002
53 H -0.1678 0.8989 5.2937  0.0006
54 H 1.9819 2.2053 5.2602  0.0010
55 H 3.1940 2.6666 3.1315  -0.0005
56 H 1.9158 1.4478 -0.0851  0.0685
57 H 3.1594 3.8485 1.2986  0.0001
58 H 3.0789 3.6421 -0.4920  -0.0001
59 H 1.6288 3.7828 0.4254  0.0006
60 H 3.8176 0.1172 0.6360  -0.0004
61 H 4.4970 1.4503 -0.2401  -0.0004
62 H 4.5173 1.4476 1.5497  0.0001

Cartesian forces (eV/Å) of the 2 atoms listed first:
-0.1 0.1 -0.2
1.0 -4.0 0.2

E_LUMO (alpha / beta), Eh: 0.019 / 0.017
HOMO energy (alpha / beta), eV: -6.74 / -6.81
2S+1: 6
DFT total energy, eV: -66303.295